(1)
DFT (ωB97M-V with the def2-TZVPD basis set) results for the molecule CH2N4S.

Geometry as XYZ:
```
8
Properties=species:S:1:pos:R:3:forces:R:3:mulliken_charge:R:1
C -0.214 0.001 -0.133 -0.85 -3.13 0.01 -0.45
N -1.103 1.043 0.059 0.13 2.30 0.27 -0.56
N -2.331 1.081 0.011 2.43 -1.09 0.48 0.86
N -3.420 1.202 0.153 -2.11 1.15 -0.09 -0.44
N -2.603 -1.187 -0.441 -0.39 -1.40 -0.31 -0.31
S -1.345 -1.642 0.186 0.66 0.93 -0.11 0.23
H 0.055 -0.241 -1.169 0.36 0.57 0.20 0.32
H 0.604 -0.087 0.598 -0.22 0.66 -0.45 0.35
```
Forces are in eV/Å.

Multiplicity: 1
Charge: 0

---

(2)
DFT (ωB97M-V with the def2-TZVPD basis set) results for the molecule CH2N4S.

Geometry as XYZ:
```
8
Properties=species:S:1:pos:R:3:forces:R:3:mulliken_charge:R:1
C -1.358 -0.159 0.093 4.24 2.23 -0.24 -0.20
N -0.473 -0.637 1.101 -0.34 0.44 2.89 -0.45
N 2.121 1.502 0.233 0.71 2.74 1.61 -0.46
N 1.694 0.615 -0.263 1.38 2.60 1.58 0.89
N 1.404 -0.344 -0.840 -1.86 -5.12 -3.59 -0.58
S 0.046 -1.272 -0.203 -0.01 -0.55 -1.68 0.27
H -2.252 -0.610 0.111 -3.56 -1.14 -0.50 0.33
H -1.182 0.906 -0.232 -0.55 -1.20 -0.07 0.21
```
Forces are in eV/Å.

Multiplicity: 1
Charge: 0

---

One value per record, in order, for orbital gap: 0.2780 0.3551 Ha.